[1]
ORCA calculation (ωB97M-V with the def2-TZVPD basis set) on C37H39CoN2O2P2S as an isolated structure in a non-equilibrium geometry.

The geometry in XYZ format:
```
84
C37H39CoN2O2P2S, DFT ωB97M-V with the def2-TZVPD basis set
Co 2.045 -0.087 0.349
C -3.575 4.757 -1.927
S -4.745 3.607 -1.180
C -3.910 2.045 -1.540
C -2.608 1.847 -0.779
C -1.955 0.515 -1.133
N -0.602 0.371 -0.606
P -0.068 -0.224 0.892
C -0.627 0.917 2.184
C -0.933 0.470 3.469
C -1.233 1.381 4.471
C -1.222 2.741 4.200
C -0.895 3.193 2.928
C -0.588 2.285 1.928
C -1.044 -1.728 1.141
C -0.500 -2.941 0.731
C -1.246 -4.108 0.816
C -2.547 -4.064 1.291
C -3.108 -2.852 1.678
C -2.361 -1.687 1.605
P 0.850 0.639 -1.451
C 0.633 2.294 -2.170
C -0.044 2.517 -3.369
C -0.305 3.811 -3.794
C 0.107 4.891 -3.023
C 0.783 4.677 -1.830
C 1.047 3.383 -1.403
C 0.806 -0.478 -2.880
C 0.057 -1.650 -2.823
C 0.112 -2.565 -3.865
C 0.925 -2.321 -4.962
C 1.686 -1.161 -5.017
C 1.629 -0.243 -3.980
H -4.019 5.749 -1.858
H -3.416 4.516 -2.978
H -2.618 4.766 -1.407
H -3.739 1.981 -2.619
H -4.631 1.266 -1.282
H -2.800 1.902 0.295
H -1.908 2.651 -1.022
H -1.896 0.411 -2.221
H -2.567 -0.320 -0.777
H -0.931 -0.590 3.692
H -1.472 1.026 5.465
H -1.458 3.451 4.982
H -0.869 4.254 2.717
H -0.310 2.640 0.943
H 0.512 -2.965 0.351
H -0.802 -5.049 0.517
H -3.130 -4.973 1.361
H -4.127 -2.817 2.041
H -2.799 -0.747 1.918
H -0.364 1.678 -3.975
H -0.829 3.977 -4.726
H -0.098 5.901 -3.356
H 1.109 5.519 -1.232
H 1.562 3.206 -0.466
H -0.569 -1.852 -1.960
H -0.477 -3.472 -3.815
H 0.970 -3.037 -5.773
H 2.329 -0.973 -5.867
H 2.231 0.657 -4.024
C 2.943 -4.099 -0.072
C 2.670 -3.843 1.382
C 2.488 -4.881 2.282
C 2.266 -4.631 3.630
C 2.252 -3.322 4.090
C 2.414 -2.249 3.226
C 2.474 -0.838 3.737
C 2.585 -2.509 1.846
N 2.733 -1.501 0.942
H 3.071 -5.166 -0.260
H 3.843 -3.568 -0.388
H 2.139 -3.730 -0.717
H 2.537 -5.903 1.922
H 2.132 -5.453 4.322
H 2.122 -3.125 5.149
H 2.373 -0.818 4.823
H 1.695 -0.207 3.307
H 3.420 -0.367 3.464
O 4.090 0.980 -0.176
C 3.629 1.816 0.607
O 2.455 1.726 1.107
H 4.221 2.699 0.901
```

As for the total energy: -113117.51787 eV. The calculation puts the orbital gap (spin up / spin down) at 6.86 / 6.88 eV. Its spin multiplicity is 1. Its energy relative to the best compared isomer or geometry (same formula, charge and spin) is 7.0 kJ/mol. The calculation puts the HOMO energy (spin up / spin down) at -6.8 / -6.8 eV.

Electronic structure analysis, Mulliken charges in units of e:
1 Co -0.26
2 C -0.67
3 S -0.15
4 C -1.02
5 C 0.69
6 C -1.34
7 N 0.15
8 P 1.32
9 C 0.75
10 C -0.44
11 C -0.78
12 C -0.80
13 C -0.98
14 C -0.73
15 C 0.79
16 C -0.10
17 C -1.06
18 C -0.69
19 C -0.79
20 C -0.49
21 P 0.82
22 C 0.78
23 C -0.38
24 C -0.88
25 C -0.60
26 C -0.81
27 C 0.19
28 C 0.47
29 C -0.20
30 C -0.74
31 C -0.61
32 C -0.69
33 C -0.39
34 H 0.40
35 H 0.21
36 H 0.13
37 H 0.36
38 H 0.41
39 H 0.32
40 H -0.50
41 H 0.57
42 H 0.59
43 H 0.50
44 H 0.46
45 H 0.40
46 H 0.47
47 H 0.21
48 H 0.35
49 H 0.50
50 H 0.41
51 H 0.46
52 H 0.49
53 H 0.41
54 H 0.46
55 H 0.41
56 H 0.46
57 H 0.10
58 H 0.10
59 H 0.45
60 H 0.39
61 H 0.41
62 H 0.47
63 C -1.37
64 C 1.02
65 C -0.78
66 C -0.92
67 C -0.92
68 C 1.38
69 C -1.36
70 C 0.35
71 N -0.53
72 H 0.41
73 H 0.32
74 H 0.22
75 H 0.38
76 H 0.41
77 H 0.36
78 H 0.36
79 H 0.14
80 H 0.29
81 O -0.55
82 C 0.08
83 O -0.46
84 H 0.43

***

[2]
ORCA calculation (ωB97M-V with the def2-TZVPD basis set) on C37H39CsN10O6S as an isolated structure.

The geometry in XYZ format:
```
94
C37H39CsN10O6S, DFT ωB97M-V with the def2-TZVPD basis set
Cs -1.328 0.490 -0.644
O -5.079 -0.632 2.585
C -4.017 -0.249 2.099
N -3.169 -0.939 1.310
C -3.174 -2.281 1.388
O -3.388 -2.989 2.373
C -2.801 -3.017 0.101
C -3.085 -4.380 0.043
C -2.788 -5.087 -1.108
C -2.202 -4.407 -2.167
C -1.955 -3.052 -2.013
N -2.248 -2.356 -0.917
C -3.663 1.223 2.328
C -4.512 1.957 3.152
C -4.254 3.297 3.368
C -3.158 3.869 2.739
C -2.371 3.059 1.939
N -2.598 1.763 1.735
H -3.529 -4.837 0.916
H -3.005 -6.146 -1.179
H -1.940 -4.902 -3.093
H -1.492 -2.496 -2.823
H -5.355 1.439 3.587
H -4.899 3.888 4.007
H -2.910 4.916 2.853
H -1.522 3.486 1.413
C 1.761 3.035 -4.338
C 1.399 2.235 -3.115
N 0.213 1.850 -2.848
N -0.778 2.104 -3.766
C -1.902 2.514 -3.202
O -2.107 2.826 -2.002
C -3.057 2.624 -4.179
C -4.271 3.123 -3.723
C -5.363 3.220 -4.576
C -5.254 2.816 -5.899
C -4.042 2.315 -6.362
C -2.953 2.221 -5.509
C 2.475 1.868 -2.149
C 3.778 2.329 -2.336
C 4.767 1.983 -1.427
C 4.443 1.180 -0.350
C 3.118 0.771 -0.243
N 2.157 1.092 -1.101
H 0.864 3.186 -4.933
H 2.511 2.517 -4.942
H 2.175 4.008 -4.064
H -4.333 3.422 -2.685
H -6.306 3.606 -4.205
H -6.106 2.887 -6.565
H -3.948 1.991 -7.393
H -2.004 1.831 -5.852
H 4.017 2.956 -3.184
H 5.782 2.341 -1.551
H 5.184 0.904 0.390
H 2.816 0.150 0.594
C 1.201 -4.943 -0.296
N 1.515 -3.593 0.136
C 1.725 -2.688 -0.979
C 0.816 -3.068 1.218
N 0.352 -1.880 1.150
N 0.693 -3.948 2.306
C 1.939 -4.516 2.806
C -0.174 -3.512 3.385
H 0.366 -4.944 -1.011
H 0.918 -5.562 0.549
H 2.072 -5.384 -0.787
H 2.481 -3.120 -1.637
H 2.067 -1.723 -0.622
H 0.804 -2.523 -1.552
H -0.110 -1.612 2.013
H 2.603 -4.770 1.986
H 1.721 -5.420 3.380
H 2.466 -3.811 3.463
H 0.250 -2.671 3.952
H -0.303 -4.347 4.075
H -1.160 -3.237 3.012
N 0.642 1.385 2.893
C 2.040 1.456 2.969
C 2.709 2.655 2.732
C 4.091 2.720 2.822
C 4.833 1.597 3.152
C 4.168 0.405 3.413
C 2.787 0.333 3.327
S 6.623 1.640 3.128
O 7.036 0.746 4.202
O 6.973 3.039 3.335
O 6.963 1.143 1.793
H 0.295 0.463 2.676
H 0.229 2.059 2.266
H 2.139 3.535 2.453
H 4.615 3.646 2.624
H 4.752 -0.467 3.680
H 2.273 -0.604 3.515
```

As for the total energy: -77575.44023 eV. The calculation puts the orbital gap at 6.49 eV. Its spin multiplicity is 1. Its energy relative to the best compared isomer or geometry (same formula, charge and spin) is 59.5 kJ/mol. The calculation puts the HOMO energy at -3.1 eV. Its net charge is -2.

Electronic structure analysis, Mulliken charges in units of e:
1 Cs 1.29
2 O -0.76
3 C -0.18
4 N 0.16
5 C -0.31
6 O -0.77
7 C 0.64
8 C -0.61
9 C -0.38
10 C -0.97
11 C -0.28
12 N 0.22
13 C 0.31
14 C -0.55
15 C -0.30
16 C -0.89
17 C -0.26
18 N 0.19
19 H 0.47
20 H 0.40
21 H 0.38
22 H 0.52
23 H 0.48
24 H 0.38
25 H 0.37
26 H 0.51
27 C -1.55
28 C 0.24
29 N 0.69
30 N -0.92
31 C 0.05
32 O -0.82
33 C 0.37
34 C -0.38
35 C -0.61
36 C -0.33
37 C -0.62
38 C -0.18
39 C 0.56
40 C -0.48
41 C -0.81
42 C -1.20
43 C -0.42
44 N 0.10
45 H 0.38
46 H 0.34
47 H 0.30
48 H 0.46
49 H 0.37
50 H 0.36
51 H 0.36
52 H 0.41
53 H 0.31
54 H 0.45
55 H 0.61
56 H 0.79
57 C -1.07
58 N 0.14
59 C -0.07
60 C 0.04
61 N 0.12
62 N 0.24
63 C -1.20
64 C -0.93
65 H 0.17
66 H 0.40
67 H 0.36
68 H 0.35
69 H -0.19
70 H 0.02
71 H -0.18
72 H 0.41
73 H 0.36
74 H 0.33
75 H 0.33
76 H 0.30
77 H 0.24
78 N -0.57
79 C 0.77
80 C -0.30
81 C -0.65
82 C -0.45
83 C -0.56
84 C -0.33
85 S 1.34
86 O -0.74
87 O -0.74
88 O -0.72
89 H 0.11
90 H 0.11
91 H 0.41
92 H 0.42
93 H 0.40
94 H 0.41

***

[3]
ORCA calculation (ωB97M-V with the def2-TZVPD basis set) on C37H39F5IrNO3PS3 as an isolated structure in a non-equilibrium geometry.

The geometry in XYZ format:
```
90
C37H39F5IrNO3PS3, DFT ωB97M-V with the def2-TZVPD basis set
Ir 0.240 0.561 -1.392
O -1.708 0.486 2.572
C -2.246 -0.609 3.151
C -3.062 -2.680 0.576
O -3.080 -3.765 0.967
O -3.055 -1.646 0.095
C -3.714 -0.569 3.320
C -4.587 0.171 2.466
C -5.975 0.101 2.583
C -6.517 -0.717 3.550
C -5.703 -1.447 4.409
C -4.312 -1.424 4.308
C -1.321 -1.624 3.531
C -1.761 -2.935 3.748
C -0.833 -3.907 4.029
C 0.477 -3.544 4.117
C 0.922 -2.223 4.022
C 0.037 -1.239 3.689
H -2.396 1.137 2.415
H -4.119 0.787 1.697
H -6.658 0.447 1.820
H -7.561 -0.902 3.690
H -6.087 -2.109 5.183
H -3.728 -1.892 5.072
H -2.794 -3.216 3.622
H -1.118 -4.959 3.999
H 1.230 -4.274 4.343
H 1.907 -1.931 4.256
H 0.267 -0.194 3.457
F -3.406 4.464 -5.966
C -2.760 3.398 -5.395
C -3.403 2.167 -5.327
F -4.620 1.957 -5.864
C -2.809 1.132 -4.600
F -3.414 -0.041 -4.623
C -1.512 1.264 -4.057
S -0.661 -0.114 -3.337
C -0.864 2.473 -4.273
F 0.430 2.660 -3.889
C -1.478 3.540 -4.929
F -0.901 4.731 -4.975
S -1.367 2.144 -0.448
C -1.034 3.648 -1.101
N 0.181 4.148 -1.384
C 0.187 5.527 -1.983
C -1.221 6.150 -1.781
S -2.324 4.758 -1.486
H 0.976 3.490 -1.328
H 0.375 5.412 -3.027
H 0.976 6.064 -1.455
H -1.543 6.655 -2.644
H -1.140 6.777 -0.927
C 3.239 -1.173 -3.348
C 3.552 -0.425 -2.072
C 4.960 -0.735 -1.666
C 3.555 1.082 -2.402
P 2.186 -0.698 -0.820
C 2.864 -0.215 0.793
C 3.988 -0.804 1.318
C 4.567 -0.451 2.461
C 4.027 0.576 3.208
C 2.910 1.270 2.747
C 2.291 0.793 1.572
C 1.479 -2.389 -0.474
C 0.946 -2.966 -1.768
C 2.433 -3.395 0.127
C 0.330 -2.002 0.475
H 3.973 -0.810 -4.088
H 2.280 -0.986 -3.755
H 3.287 -2.282 -3.265
H 5.591 -0.532 -2.513
H 5.120 -1.765 -1.434
H 5.475 -0.101 -0.933
H 4.482 1.258 -2.991
H 3.645 1.685 -1.475
H 2.678 1.410 -2.999
H 4.465 -1.628 0.759
H 5.420 -0.980 2.807
H 4.537 0.923 4.045
H 2.433 2.147 3.157
H 1.353 1.254 1.280
H 1.784 -3.332 -2.316
H 0.381 -2.269 -2.371
H 0.300 -3.839 -1.540
H 3.256 -3.597 -0.542
H 1.966 -4.383 0.237
H 2.780 -3.125 1.138
H -0.436 -1.493 -0.103
H 0.649 -1.437 1.331
H -0.156 -2.878 0.926
```

As for the total energy: -104847.15954 eV. The calculation puts the orbital gap (spin up / spin down) at 5.38 / 6.27 eV. Its spin multiplicity is 5. The calculation puts the HOMO energy (spin up / spin down) at -8.2 / -11.1 eV. As for the expectation value of S²: 6.051. Its net charge is +1.

Electronic structure analysis, Mulliken charges in units of e:
1 Ir 1.82
2 O -0.37
3 C 0.14
4 C 0.94
5 O -0.45
6 O -0.41
7 C 0.83
8 C -0.51
9 C -1.02
10 C -0.40
11 C -0.72
12 C -0.56
13 C 1.16
14 C -0.42
15 C -1.16
16 C -0.70
17 C -0.40
18 C -0.72
19 H 0.22
20 H 0.47
21 H 0.34
22 H 0.39
23 H 0.38
24 H 0.63
25 H 0.58
26 H 0.34
27 H 0.46
28 H 0.55
29 H 0.51
30 F -0.29
31 C 0.61
32 C 0.15
33 F -0.28
34 C 0.15
35 F -0.28
36 C 0.52
37 S -0.55
38 C 0.12
39 F -0.44
40 C -0.05
41 F -0.35
42 S -0.18
43 C 0.11
44 N -0.01
45 C -0.66
46 C -0.57
47 S -0.03
48 H 0.05
49 H 0.29
50 H 0.40
51 H 0.39
52 H 0.42
53 C -1.76
54 C 2.71
55 C -2.02
56 C -1.69
57 P -1.23
58 C 1.26
59 C -0.58
60 C -1.05
61 C -0.77
62 C -0.67
63 C -0.04
64 C 2.32
65 C -1.64
66 C -1.72
67 C -2.13
68 H 0.53
69 H 0.30
70 H 0.27
71 H 0.62
72 H 0.36
73 H 0.36
74 H 0.57
75 H 0.25
76 H 0.17
77 H 0.35
78 H 0.53
79 H 0.52
80 H 0.52
81 H 0.07
82 H 0.45
83 H 0.19
84 H 0.50
85 H 0.40
86 H 0.47
87 H 0.34
88 H 0.07
89 H -0.07
90 H 0.80